[1]
The following is a DFT calculation (wB97M-V/def2-TZVPD) of 9 unconnected molecules or ions with the total composition C48H114N6O3 at a distorted geometry.

```
! wB97M-V def2-TZVPD RIJCOSX def2/J DEFGRID3
* xyz 0 1
H -6.288 8.231 2.158
H -4.273 5.465 3.298
H -7.840 4.550 2.450
H -4.583 3.881 1.337
H 1.290 4.295 4.190
H 3.571 -7.565 -3.304
H 0.835 6.909 -1.853
H -2.427 1.077 -4.158
H 1.378 -5.927 4.027
H 0.612 -1.793 6.431
H -8.474 -3.124 1.145
H 6.992 -2.295 0.026
C -6.400 5.919 1.500
C 1.720 7.296 0.024
C 8.843 -3.459 0.496
C 2.582 -7.737 -2.881
C 1.667 -6.639 -4.858
H 1.864 -7.696 -0.804
O 3.166 5.692 6.360
H 2.205 -6.847 6.936
C -4.904 -2.073 0.568
C -3.060 0.729 -9.146
H 2.030 8.278 -1.912
H 2.394 -8.765 -3.191
C 7.430 -3.969 -1.307
H -6.721 -1.124 1.144
H -6.918 -2.395 -3.031
C 1.065 -0.670 -1.097
H 2.727 2.890 5.352
H 2.046 6.744 4.942
C -7.583 -1.678 -2.548
N -7.022 -2.630 -0.382
H -3.856 8.946 1.474
H -2.253 1.294 -9.613
H 1.884 -7.558 -5.403
H 3.394 -8.424 -1.049
C 2.098 -1.711 -0.811
H 0.027 -8.125 -3.778
C -7.767 -4.876 0.067
H -1.709 2.855 -8.021
H 4.217 -5.576 7.907
H -3.175 6.403 2.356
H 1.077 6.626 0.595
H 0.637 -6.291 6.569
H 9.836 -5.082 -0.581
H 3.786 -5.860 -4.835
H 5.004 9.428 0.216
C -7.552 -3.481 0.687
H -6.221 4.098 2.686
H 5.082 6.948 -0.200
H 6.752 -3.857 0.795
H 2.551 -2.466 1.128
H 2.455 0.009 1.462
N 1.518 -6.820 -3.433
N -2.138 1.122 -6.825
C 3.163 4.366 6.804
H 1.433 -7.553 4.461
C -2.506 0.085 -7.858
C 1.673 -6.195 6.243
H -1.874 -6.745 -2.968
H -4.299 -2.411 -0.274
C 4.152 7.484 -0.391
H 2.087 4.719 -0.336
C -6.299 -1.542 0.230
C -6.857 4.982 2.641
N 2.141 -4.828 6.562
H -3.421 4.951 0.392
H -6.901 5.446 3.626
C -5.389 7.758 2.552
H 8.950 -4.114 1.361
O 8.752 -3.856 -1.760
H 3.850 -3.618 6.438
H 3.243 9.421 0.205
H 4.153 3.910 6.777
H -3.348 8.296 3.030
H 0.585 5.029 5.645
H -0.833 -5.398 -2.904
H 6.733 -3.572 -2.046
H 1.280 -2.553 7.788
H 2.828 5.331 -1.755
C 2.521 5.779 5.121
C 1.527 -0.494 1.189
H 0.505 8.566 -1.191
C 1.727 -1.962 0.623
H 10.542 -3.469 -0.810
H -2.909 3.951 1.767
C 3.510 -4.602 6.115
H -8.645 -4.897 -0.580
H 1.484 2.987 6.562
H -3.632 2.583 -6.556
H 7.207 -5.035 -1.259
H 0.808 -2.545 0.685
C 4.464 -5.517 6.847
C 0.176 -7.291 -3.092
C 4.240 4.491 -0.470
H -4.428 9.572 3.130
H 0.695 2.508 -8.207
H 4.165 8.532 1.453
H 9.218 -2.461 0.725
H -3.907 1.393 -8.975
H 4.032 3.450 -0.717
H 0.825 -0.490 2.023
H -7.077 -0.714 -2.499
H 1.771 8.148 0.702
O 1.006 0.144 0.076
C 4.125 8.810 0.400
H -8.408 -1.443 -3.220
C 1.508 4.673 5.189
N 3.044 6.622 -0.037
H -3.354 -0.044 -9.856
H 3.612 -4.562 5.031
C 2.783 -7.583 -1.378
C 1.285 -3.796 6.002
N -5.140 6.591 1.746
C 1.245 7.780 -1.343
H -6.147 -0.796 -0.550
C -0.970 -6.344 -3.428
H 0.252 -4.139 6.054
H -4.299 -1.242 0.931
H -8.789 -2.909 -1.447
H -1.188 -6.233 -4.490
H -6.846 -3.607 1.507
H 2.851 -5.523 -6.274
C 2.951 5.292 -0.673
H 0.763 -6.283 -5.353
H 5.504 -5.193 6.804
C -4.191 8.724 2.488
H -4.099 0.977 -6.061
C -4.045 5.752 2.271
C -8.095 -2.104 -1.203
H 4.422 -6.491 6.360
H 0.642 1.141 -6.975
C -3.265 1.679 -6.071
H -7.867 -5.670 0.807
H -8.532 -1.212 -0.752
H 4.978 4.894 -1.164
H -1.154 2.892 -6.412
C 0.128 1.688 -7.765
H 0.134 -7.685 -2.077
C -1.253 2.218 -7.263
H 1.504 -3.684 4.940
H 2.375 -1.998 6.580
C 2.784 -5.621 -5.191
H -3.871 2.128 -4.029
H -1.616 -0.521 -8.027
H 3.281 -6.657 -1.090
H -6.147 5.349 0.605
H -4.930 -2.802 1.378
C 9.611 -4.020 -0.674
H 2.554 -4.619 -4.827
H 3.257 5.594 4.338
H 3.073 -1.253 -0.980
H -3.308 -0.555 -7.490
H -5.652 7.473 3.570
H 1.244 -0.150 -2.038
H -7.135 6.645 1.153
C 1.882 -6.596 4.725
H 4.639 4.563 0.542
H -0.018 0.938 -8.543
H 2.033 -2.582 -1.463
H 2.943 4.417 7.871
C 7.375 -3.314 0.084
H 0.106 -1.152 -1.287
H 4.128 7.774 -1.442
C 1.408 -2.484 6.708
H -2.322 2.799 -4.409
C -3.723 4.550 1.360
C -2.955 1.929 -4.586
C 2.166 3.594 5.967
H 2.961 -6.614 4.570
H -6.923 -5.198 -0.543
*
```

As for the SMILES: CCN(CC)CC.CCN(CC)CC.CCN(CC)CC.CCN(CC)CC.CCN(CC)CC.CCN(CC)CC.C1CCOC1.C1CCOC1.C1CCOC1. The value obtained for the highest occupied orbital energy is -0.293 Eh. The value obtained for the relative energy (zero: lowest compared OMol25 entry of this formula, charge and spin) is 0.420 eV. Its total energy is -66702.3041 eV.

Atom charges from the Mulliken analysis, given in e for atoms 1 to 8: 0.412, 0.346, 0.387, 0.279, 0.250, 0.345, 0.316, 0.318

---

[2]
The following is a DFT calculation (wB97M-V/def2-TZVPD) of 10 unconnected molecules or ions with the total composition C48H116O24 at a distorted geometry.

```
! wB97M-V def2-TZVPD RIJCOSX def2/J DEFGRID3
* xyz 0 1
H 4.457 -2.800 -0.765
H 4.981 1.433 3.932
C 4.405 2.533 -1.816
H -3.076 -2.715 -1.205
H -3.621 -6.029 2.776
H -0.297 -6.581 -0.819
H 0.496 -0.786 2.259
O -1.291 4.702 -7.207
H 5.928 5.085 4.168
H 0.474 -0.676 -6.464
H -0.676 -4.600 -3.021
H -4.285 -7.475 0.927
H 2.845 3.761 3.145
C 0.529 -1.426 1.363
O 5.346 -2.949 1.779
H 2.850 2.964 7.927
O -1.955 1.521 -6.077
H 0.420 1.613 -3.597
H -3.509 -7.036 -0.678
C 4.259 -2.426 2.477
C 0.848 -1.419 -5.766
H -5.068 -2.154 -4.770
C 1.780 -4.112 -1.437
H 2.105 1.064 1.146
H 0.865 5.614 0.045
H 2.433 0.976 -1.036
C -2.889 4.130 0.603
H -0.191 3.430 -6.016
H 3.392 -0.502 2.641
H 0.168 4.493 4.928
C -2.700 -3.388 -1.935
H 1.084 4.027 -0.756
C -2.402 1.221 3.262
H -5.585 -2.415 -1.352
H 4.275 -2.823 3.542
H 5.320 2.459 -1.233
C -1.015 -3.657 -3.480
C -2.942 -0.579 -5.440
H 1.191 -5.632 3.406
C 0.212 -3.034 -4.146
H 1.152 2.561 1.377
O 4.007 1.279 -2.310
H -4.764 -0.209 1.879
C 1.020 -5.842 0.877
H -0.919 3.283 0.452
O -4.901 -1.415 0.193
H -4.210 -1.574 -3.388
H 2.518 -1.464 -1.037
O -4.281 -0.312 -5.060
C 3.225 3.999 2.142
H 2.544 4.719 1.715
H 3.647 3.094 -1.323
H 6.241 -4.668 1.083
C -1.205 3.677 -6.271
C 0.401 3.053 9.213
O 3.169 2.797 1.381
C -2.582 0.304 -6.532
H -1.758 -3.979 -4.306
H 2.413 -3.992 -2.289
H 5.011 -4.862 2.370
H 0.762 5.630 -1.631
H -0.227 -2.271 1.333
H -1.311 6.256 -5.940
C -1.752 2.466 -7.044
O 4.929 5.711 2.520
C -6.106 1.597 -0.635
C 4.944 -2.271 -1.573
O -0.868 4.801 -0.795
H 0.685 -6.779 1.425
H 2.547 -4.603 2.762
H -3.488 -3.607 -2.705
H 1.491 -1.925 1.320
H -3.765 -1.681 3.399
H 0.800 -2.534 -3.377
H -2.414 -4.301 -1.449
H -2.547 -7.760 0.694
H -2.356 -0.382 -4.544
C -3.365 -7.101 0.415
H 5.477 6.850 4.036
H -6.852 -2.230 -0.111
C -0.412 1.898 -2.964
C 1.853 2.793 7.384
H -1.715 3.849 -5.333
H -2.239 2.890 -1.573
H 1.460 -0.961 -4.995
C -2.824 -5.622 2.154
H 1.081 -3.896 3.485
H 5.544 -1.493 -1.101
O -5.330 1.441 -1.793
C 4.695 4.413 2.066
H -1.389 -1.335 -0.333
H 2.335 -0.685 -2.578
C -4.872 -1.250 -4.225
C -0.612 0.069 -1.720
H -5.828 -1.559 2.066
H -3.046 4.139 1.691
O 1.098 2.679 5.076
C -0.772 -0.444 -0.312
H -3.620 1.316 -2.779
C -1.390 4.274 0.452
H 3.042 2.741 5.584
H 2.377 -4.044 -0.488
H -5.986 2.554 -0.168
H 4.197 5.624 4.410
O -1.606 -2.743 -2.626
H -5.857 0.866 0.146
H -0.158 2.121 9.085
H -0.276 2.939 2.909
O -3.351 2.865 0.173
H -5.539 -3.429 0.117
H 5.557 -2.918 -2.209
H 5.322 3.677 2.588
H -1.536 -0.036 -2.287
C 5.305 -4.336 1.480
H -5.727 -0.839 -3.690
H 4.895 4.364 0.974
H -3.844 3.516 -1.707
H -3.522 0.576 -7.075
O 5.430 -0.611 3.399
H 1.922 1.786 2.804
H -2.260 -3.959 3.340
C 0.292 -5.716 -0.472
O 0.745 -4.745 1.612
H -0.214 3.861 9.642
H 4.055 0.369 -0.401
H 0.331 5.634 -6.341
H 4.549 -4.518 0.695
O -1.416 1.699 4.148
C -2.611 -4.158 2.313
H 4.718 -0.697 1.479
H 3.278 -2.718 2.045
H -0.394 -4.847 -0.329
C 0.529 4.969 -0.801
H 1.608 1.684 7.372
H 2.251 4.277 5.898
O 4.048 -1.640 -2.423
C 2.099 3.189 5.932
H -3.357 4.998 0.129
H 6.633 0.790 4.072
O 0.524 -0.609 0.204
C -3.276 2.701 -1.242
O -3.857 -3.415 2.127
O -0.298 1.429 -1.679
H -3.270 1.901 3.233
O -0.175 -2.113 -5.166
H -3.497 0.518 -1.191
C 3.403 0.527 -1.256
H -1.025 2.217 -7.846
H -2.043 1.106 2.244
C -5.792 -2.450 -0.272
C -0.698 5.831 -6.733
C 3.068 -0.886 -1.800
H 0.855 -3.872 -4.533
H -7.160 1.474 -0.917
H -1.927 -0.119 -7.356
H -1.832 -6.114 2.433
H 4.825 3.098 -2.652
H 1.496 -2.141 -6.234
C 1.464 -4.737 2.851
C -0.900 2.949 3.815
H -1.863 -3.806 1.618
C 5.749 0.764 3.459
H -1.292 0.347 0.287
H -1.342 1.590 -3.368
H -1.016 4.805 1.340
H 5.945 1.143 2.457
H -2.817 -1.652 -5.659
H -2.663 2.761 -7.555
O 0.803 3.562 7.961
C -0.120 3.435 5.001
H 0.943 -3.466 -1.552
H 1.186 2.865 9.953
C 5.137 5.825 3.878
H -1.719 3.640 3.568
H -0.284 2.990 -3.013
C 4.410 -0.914 2.485
C -4.868 -1.287 1.624
O -3.083 -5.767 0.763
H -0.712 3.273 5.915
O 1.129 -5.434 -1.548
H 2.095 -5.916 0.674
H -0.537 6.592 -7.509
H -2.821 -1.606 1.971
H 0.147 -0.446 -2.323
H -2.699 0.217 3.610
C -3.904 1.421 -1.729
C 2.040 1.990 1.722
C -3.747 -2.012 2.370
*
```

As for the SMILES: COCCOCCOC.COCCOCCOC.COCCOCCOC.COCCOCCOC.COCCOC.COCCOC.COCCOC.COCCOC.COCCOC.COCCOC. The value obtained for the highest occupied orbital energy is -0.338 Eh. Its total energy is -100781.4160 eV.

Atom charges from the Mulliken analysis, given in e for atoms 1 to 8: 0.146, -0.114, -0.683, -0.533, 0.538, 0.296, 0.193, -0.378